Record 1
Entry from the Open Molecules 2025 dataset: a molecular structure, C18H36Cl18GaO4 at a distorted geometry (ωB97M-V/def2-TZVPD).

```
77
Properties=species:S:1:pos:R:3:forces:R:3
Ga 1.1668 1.4046 1.4938 -0.659 0.014 -0.087
Cl 0.2329 -0.5988 -8.2029 -0.050 -0.019 -0.097
Cl 6.0054 -0.4671 -0.4048 0.039 -0.023 0.001
Cl -3.6304 -2.1489 6.1549 0.029 0.038 0.022
Cl 7.4456 5.5819 -0.8242 0.044 0.008 -0.010
Cl 5.5351 1.5750 1.6449 0.214 0.135 -0.075
Cl -3.3204 2.7425 -1.3553 0.001 0.009 0.019
Cl 2.7535 0.5109 -9.2008 0.031 -0.018 -0.008
Cl -3.3831 -4.5655 -1.3713 0.092 -0.033 0.023
Cl -5.3951 -4.3527 -5.6206 0.008 -0.043 0.008
Cl 2.5760 -1.4174 -3.7721 0.090 -0.160 -0.391
Cl -4.9743 -2.9240 0.4728 0.028 -0.030 -0.025
Cl -3.9299 2.7589 4.2230 -0.689 0.400 -0.134
Cl 0.6394 0.5752 -4.7558 0.179 -0.170 -0.133
Cl -3.8592 0.5059 2.3420 -0.051 0.052 0.010
Cl -1.2292 2.4790 -3.3919 -0.180 0.265 0.115
Cl 5.7079 5.2764 1.5189 -0.024 0.016 0.022
Cl -6.9603 -2.6887 -3.7837 -0.013 -0.012 0.033
Cl -2.5691 -4.7545 5.3410 0.023 -0.031 0.019
O 1.9545 0.3697 0.1456 0.127 -0.080 0.210
O 0.9236 0.3797 5.0380 -0.365 0.500 -0.326
O 2.4242 -0.9810 4.0029 -0.310 0.178 0.251
O -0.7972 -0.8220 4.2428 0.071 0.045 0.126
C 0.8435 3.3499 1.0051 0.067 -0.332 0.343
C -2.7248 3.2930 -2.9259 -0.045 0.011 -0.047
C -0.3638 0.2502 4.5744 0.073 -0.693 -0.347
C -4.8831 1.6252 3.2452 0.003 -0.117 -0.054
C -0.2678 -1.6448 -0.8452 0.325 0.055 0.322
C 2.2883 1.2621 3.2437 -0.157 0.315 0.078
C 1.8495 -0.6351 -5.1848 0.162 -0.105 0.036
C 1.9350 0.1166 4.0541 0.916 -0.667 -0.291
C -5.9921 -4.1560 -3.9648 0.019 -0.007 0.042
C -0.1175 -0.1491 -1.1184 -0.095 -0.300 -0.514
C -2.1695 -3.1070 5.8664 0.128 0.045 -0.078
C 1.3099 0.3875 -1.1010 0.058 0.472 0.406
C -3.9862 -4.3753 0.2831 -0.032 0.002 0.158
C 1.7017 -0.9090 -9.1319 -0.009 -0.075 -0.004
C 5.9392 -0.1137 1.3266 -0.137 -0.122 0.083
C 0.2561 -2.1532 0.5102 -0.257 -0.106 -0.082
C 7.3422 5.1134 0.8798 0.030 -0.093 0.087
C -1.1907 1.4858 4.5223 0.330 0.148 0.644
H -4.5949 -5.2387 0.5218 -0.026 0.004 -0.036
H 6.9108 -0.3235 1.7571 0.028 0.044 -0.038
H -0.4092 -2.9296 0.9003 0.104 -0.133 -0.008
H 1.9065 -0.1779 -1.8287 -0.117 0.184 0.337
H 1.3446 3.9855 1.7390 0.195 0.178 -0.189
H -1.5797 -2.6231 5.0970 -0.091 0.049 -0.078
H 8.0036 5.7534 1.4510 -0.024 0.058 -0.030
H 2.2463 -1.7171 -8.6573 0.014 0.039 0.048
H -0.4861 0.0043 -2.1388 -0.025 0.079 -0.027
H 0.3047 -1.3761 1.2647 -0.033 0.109 -0.005
H -0.7763 2.2733 5.1503 -0.046 0.001 0.087
H -1.2396 1.8612 3.5026 0.106 -0.215 -0.151
H 1.3630 -1.3965 -5.7790 -0.050 -0.041 0.020
H -0.7886 0.4336 -0.4863 0.142 0.034 0.238
H 1.2691 1.4328 -1.4567 -0.034 -0.043 -0.280
H 1.4225 -1.1827 -10.1420 -0.019 0.064 -0.017
H 3.3186 1.1985 2.9154 0.038 -0.093 0.015
H 0.2645 -2.1857 -1.6333 -0.100 -0.049 -0.135
H -1.6076 -3.1669 6.7902 -0.087 -0.061 0.054
H -3.1376 -4.3087 0.9548 0.040 0.087 -0.078
H -6.6122 -5.0098 -3.7204 -0.042 0.009 -0.055
H -2.1899 1.2175 4.8385 0.108 -0.024 0.049
H 2.6407 -0.1545 -5.7494 -0.017 0.064 0.030
H -2.5373 4.3587 -2.8733 0.050 -0.008 0.074
H -5.1430 -4.0977 -3.2951 -0.017 0.083 -0.046
H 2.1024 2.1971 3.7691 -0.038 0.042 -0.016
H -1.3221 -1.9001 -0.9422 -0.171 -0.044 -0.073
H -5.4848 2.1918 2.5446 0.081 0.067 -0.011
H -3.4801 3.0757 -3.6717 0.001 -0.050 0.008
H -5.5176 1.0554 3.9139 0.061 -0.021 0.041
H -0.2644 0.7450 1.8286 0.005 -0.010 0.068
H 5.1746 -0.7354 1.7806 -0.099 0.051 -0.082
H 1.1415 3.6077 -0.0099 0.124 0.133 -0.005
H 7.6418 4.0756 0.9703 -0.069 -0.031 -0.066
H -0.2237 3.5521 1.1157 -0.091 -0.050 -0.113
H 1.2531 -2.5748 0.4022 0.087 0.022 0.115
```
Forces are in eV/Å.

The calculation puts the HOMO-LUMO gap at 6.748 eV. As for the LUMO energy: 1.86 eV. Its maximum force is 1.2 eV Å⁻¹. Its net charge is -1.

Record 2
Entry from the Open Molecules 2025 dataset: 6 unconnected molecules or ions with the total composition C18H36Cl6O9 at a distorted geometry (ωB97M-V/def2-TZVPD).

```
69
Properties=species:S:1:pos:R:3:forces:R:3
Cl -0.5256 -2.3254 0.4224 -0.603 -0.372 0.169
Cl -5.1195 -0.0031 -1.7752 -0.160 -0.076 0.323
Cl -1.6071 -0.8918 -2.8061 -0.196 0.306 -1.206
Cl -2.3628 1.3550 -0.2842 -0.761 -0.915 0.219
Cl 1.1870 0.1148 -4.1453 0.395 0.039 0.116
Cl 2.1118 -1.4708 2.0423 0.048 0.140 0.164
O 0.2255 4.2587 -0.6662 1.028 -0.211 0.912
O 0.9192 -5.3841 -1.5846 -0.380 1.541 -3.116
O -1.7927 4.7904 -1.2750 -0.331 0.339 -1.859
O 2.0452 -3.4343 -2.1063 -1.641 -2.534 -0.866
O -0.1419 2.0021 6.7277 -0.165 0.969 -0.652
O 1.0409 0.1261 6.1324 -1.424 3.078 -1.314
O -0.2403 4.4329 -2.8764 -0.829 -0.329 1.836
O 0.2538 1.7366 4.6532 -0.277 -0.049 -0.310
O 0.7159 -4.5939 -3.6145 0.520 -0.908 1.653
C 2.1069 2.6706 -1.3256 -0.969 1.094 -0.767
C 0.4576 1.1918 5.8269 0.900 -2.654 2.752
C 2.1108 -6.8365 -0.2490 -0.487 0.761 1.306
C -0.3037 1.0318 -4.3105 -1.356 -0.142 -0.654
C 0.9239 1.1829 3.5300 0.641 -0.448 -1.398
C -0.0904 1.7682 8.1177 0.251 -2.167 0.634
C 1.3861 -5.4804 -0.2918 0.789 -0.974 1.338
C -0.5839 4.4329 -1.7001 0.777 1.113 -1.483
C -1.5531 0.1083 -4.3470 0.609 0.757 0.909
C -2.2807 4.5376 0.0099 0.623 -1.025 1.466
C -3.3816 0.0063 0.3497 -0.793 -1.078 0.105
C 0.4404 1.9417 2.2890 -0.507 0.396 0.429
C -4.8923 0.0644 0.0011 1.455 1.073 -0.022
C 0.5383 -1.0721 -0.2215 0.311 -0.027 -0.278
C 1.9357 -1.3045 0.2711 0.499 -0.539 0.221
C 1.6286 4.1066 -0.8658 2.018 -2.331 -0.376
C 1.3219 -4.4037 -2.4121 0.434 2.212 0.221
C 0.8071 -3.6384 -4.6513 0.019 0.685 -0.087
H -0.4720 2.5663 8.7545 0.289 0.510 -0.839
H 2.2075 4.2193 0.0508 -1.039 0.554 0.601
H -0.1890 -3.5766 -5.0897 0.010 0.091 0.114
H -2.4219 0.7665 -4.3564 -0.097 -0.147 0.249
H 0.3165 3.0118 2.4555 0.244 0.079 0.155
H 1.4871 -3.9597 -5.4403 0.194 -0.127 0.230
H 1.1093 -2.6690 -4.2550 -0.016 -0.073 -0.100
H -1.7836 3.6384 0.3737 -0.484 -0.031 0.140
H -0.7083 0.9061 8.3686 -0.317 -0.126 -0.175
H 1.7319 2.4982 -2.3345 0.014 -0.148 -0.039
H -2.0245 5.2701 0.7754 -0.037 0.631 -0.461
H 2.6329 -0.5250 -0.0361 -0.152 -0.060 -0.150
H -0.2673 1.5930 -5.2443 0.095 -0.245 -0.211
H -3.0269 -0.9719 0.0250 0.506 0.363 -0.486
H 2.1224 4.7892 -1.5574 -0.931 0.376 -0.268
H 0.0910 -0.1031 -0.0005 0.166 -0.080 -0.008
H 0.8937 1.4164 8.4272 0.253 0.531 -0.042
H 1.0003 1.8246 1.3611 0.340 -0.315 0.346
H 2.2544 -7.0131 0.8170 0.446 -0.409 0.019
H 0.6901 0.1490 3.2761 -0.369 -0.068 1.012
H 3.1934 2.7080 -1.4049 0.019 -0.086 0.189
H 1.7909 1.8247 -0.7152 -0.005 0.270 0.278
H -1.6269 -0.5315 -5.2264 0.382 -0.183 0.305
H 0.5815 -1.2673 -1.2931 -0.094 0.397 -0.017
H -3.2637 -0.0411 1.4322 -0.045 0.475 0.039
H 2.0571 -4.6983 0.0634 0.134 0.248 -0.654
H 1.5079 -7.6547 -0.6427 0.031 0.201 -0.147
H 3.0722 -6.7501 -0.7554 -0.096 -0.158 -0.004
H -3.3597 4.3946 -0.0495 0.202 0.054 -0.099
H -0.4003 1.8211 -3.5650 0.159 -0.434 0.418
H 2.2525 -2.2820 -0.0926 0.144 0.338 -0.282
H 1.9924 1.1628 3.7445 0.086 0.423 -0.233
H -0.5633 1.5640 2.0938 -0.106 0.061 -0.169
H -5.2491 1.0336 0.3495 -0.427 -0.196 -0.118
H -5.4221 -0.7626 0.4740 0.104 0.096 -0.109
H 0.5131 -5.3727 0.3518 -0.039 -0.535 0.133
```
Forces are in eV/Å.

The calculation puts the HOMO-LUMO gap at 10.875 eV. The calculation puts the relative energy (zero: lowest compared OMol25 entry of this formula, charge and spin) at 0.0 kJ/mol. As for the LUMO energy: 0.49 eV. Its maximum force is 3.9 eV Å⁻¹.

no.,electronic energy (a.u.)
1,-11216.675616
2,-4145.749614